Computed, not measured: the molecule C25H26FN3O, with ωB97M-V with the def2-TZVPD basis set.

Each line ends with the Löwdin charge.
Atoms and positions in Å:
C (3.11250, 2.41362, -0.81498)  -0.19
H (0.06545, 6.36859, -0.41995)  0.11
C (-3.04859, -7.08670, 2.56138)  -0.01
F (-0.79321, -7.70158, 2.85287)  0.06
H (-2.96692, 4.21154, -3.57915)  0.08
N (2.77722, 2.09268, -2.19123)  -0.15
H (1.48336, 0.88892, -3.27280)  0.12
H (-0.24662, -5.19032, 2.71594)  0.13
C (-0.67501, -2.64593, 1.64405)  0.03
C (-1.29500, -5.41912, 2.60449)  0.04
H (3.93179, 1.43859, 0.91220)  0.12
C (-1.71688, -6.73180, 2.67169)  -0.27
C (2.42595, 3.25841, -2.98857)  -0.14
H (-2.68212, 0.07328, 3.45989)  0.11
H (3.35200, -0.90658, 0.14437)  0.15
C (1.18144, 3.96635, -2.51072)  -0.27
H (-2.08766, 5.46438, -1.28546)  0.11
C (-0.25491, -1.32016, 1.57813)  -0.20
C (1.24134, 5.00622, -1.58956)  -0.03
C (-2.11974, -0.69222, 2.94642)  -0.06
C (0.05469, 5.55983, -1.13701)  -0.06
C (-1.14258, 5.06026, -1.61592)  -0.03
H (0.86836, 1.31670, -1.66416)  0.13
H (1.28915, -1.84917, 0.36772)  0.14
H (-2.12635, 2.66870, -3.82700)  0.07
C (-2.53841, -2.00812, 3.00910)  -0.04
H (-2.96824, 2.99664, -2.30173)  0.08
C (-3.98050, -6.07903, 2.37955)  -0.07
H (-5.02615, -6.33107, 2.28743)  0.11
N (0.89815, -1.04434, 0.83832)  0.13
H (2.23391, 2.74351, -0.24083)  0.11
H (3.27861, 3.94258, -2.96770)  0.12
C (2.37245, -0.23585, -1.66086)  -0.13
C (1.58134, 0.13274, 0.70639)  -0.43
H (3.25472, -0.49934, -2.24709)  0.12
H (-3.41308, -2.27344, 3.58324)  0.11
H (2.19393, 5.37396, -1.24001)  0.11
H (-0.66320, 0.68908, 2.19391)  0.10
C (3.72510, 1.19366, -0.13057)  -0.13
C (-0.98676, -0.33660, 2.23712)  -0.01
H (3.84696, 3.22351, -0.82018)  0.12
C (-2.23670, -4.40958, 2.42434)  -0.18
C (-1.10982, 4.01937, -2.54098)  -0.33
H (-3.33688, -8.12402, 2.61861)  0.12
C (-1.81296, -3.00244, 2.35644)  -0.18
H (2.26736, 2.91591, -4.01414)  0.12
O (1.26642, 1.16266, 1.25617)  0.09
C (1.77469, 1.04663, -2.23231)  -0.19
H (-0.11725, -3.40790, 1.11630)  0.12
C (-3.58184, -4.75654, 2.31401)  -0.04
C (-2.37147, 3.43660, -3.09939)  -0.04
H (1.64568, -1.04664, -1.74704)  0.11
H (-4.31688, -3.98181, 2.15694)  0.11
H (4.66488, 0.94396, -0.62640)  0.12
C (2.80018, -0.02317, -0.20228)  -0.24
N (0.02806, 3.49459, -2.96900)  0.15

Atoms 1-3, force components in eV/Å:
C 0.180 -0.022 0.155
H -0.005 0.049 0.042
C 0.200 -0.076 0.033

For the HOMO energy, the calculation gives -8.32 eV. The calculation puts the total energy at -35583.6054 eV. The molecular weight is 403.5 g/mol. For the orbital gap, the calculation gives 8.94 eV.